No. 1
ORCA calculation (ωB97M-V/def2-TZVPD) on a single C6H12O2Si molecule in a non-equilibrium geometry.

Cartesian coordinates (Å):
C -2.0416 -0.6418 -0.0403
C 0.6879 0.9345 -0.4060
C -1.4251 -0.0215 -1.1676
C -2.1891 0.9983 -1.8401
C 0.8796 0.0296 2.7572
C 1.4300 -1.9064 0.3514
O -3.2417 -0.6415 0.1882
O -1.1111 -0.9433 0.8800
Si 0.4490 -0.3959 0.9461
H 1.3687 0.7530 -1.1995
H 0.3537 2.0618 -0.3683
H -0.8444 -0.6255 -1.7359
H -2.5024 1.7979 -1.2542
H -3.1167 0.5252 -2.2747
H -1.5081 1.4386 -2.5998
H 1.5299 0.8657 2.9140
H -0.0760 0.2530 3.3718
H 1.3454 -0.8577 3.1509
H 1.0244 -2.3202 -0.4469
H 2.5280 -1.6708 0.3472
H 1.3570 -2.7051 1.1186

The HOMO-LUMO gap (spin up / spin down) comes out at 8.3787 / 8.2441 eV. As for the HOMO energy (spin up / spin down): -0.3245 / -0.3203 Eh. Its LUMO energy (spin up / spin down) is -0.01664 / -0.01736 Eh. Its spin multiplicity is 1.


No. 2
ORCA calculation (ωB97M-V/def2-TZVPD) on a single C6H12O3 molecule in a non-equilibrium geometry.

Cartesian coordinates (Å):
C 1.3411 1.4167 -0.0242
C -1.5583 -1.2989 0.0825
C 0.9370 -1.7220 0.0442
C -2.7497 -0.3574 -0.0564
C -0.1644 -0.6914 0.0357
C 0.0715 0.6397 -0.0051
O 2.5102 0.6676 0.0340
O 1.4073 2.1987 -1.1779
O 1.3828 2.2983 1.0577
H 2.8347 0.8964 0.9214
H 2.1300 1.7594 -1.6584
H 1.4776 3.1512 0.6003
H -0.7841 1.3106 -0.0117
H -1.6609 -1.8438 1.0295
H -1.6360 -2.0417 -0.7218
H 1.7164 -1.4924 -0.6875
H 0.5541 -2.7118 -0.2286
H 1.3771 -1.8019 1.0431
H -2.7876 0.3662 0.7642
H -2.7162 0.1873 -1.0058
H -3.6825 -0.9307 -0.0354

The HOMO-LUMO gap comes out at 9.9461 eV. As for the HOMO energy: -0.3373 Eh. Its LUMO energy is 0.02826 Eh. As for the structure (SMILES): CC/C(C)=C/C(O)(O)O. Its spin multiplicity is 1.


No. 3
ORCA calculation (ωB97M-V/def2-TZVPD) on a molecular structure, C6H12O3 in a non-equilibrium geometry.

Cartesian coordinates (Å):
C 1.5716 0.4870 -0.0126
C 0.1100 0.5382 -0.4271
C -0.2974 -0.3548 -1.4833
C -0.5408 1.9040 -0.3547
C -1.0937 -1.2003 1.3404
C -1.3124 -1.5689 -0.8096
O 1.6520 1.0030 1.3041
O 2.1252 -0.8141 -0.0746
O -1.9672 -2.3521 -1.3590
H 1.6217 -1.3713 0.5345
H 2.5829 1.0318 1.5542
H 2.2018 1.0791 -0.6898
H -0.4843 -0.1885 0.5618
H 0.4806 -0.9739 -1.9234
H -0.9599 0.0671 -2.2364
H -0.0854 2.6038 -1.0642
H -1.6029 1.8362 -0.5993
H -0.4408 2.3337 0.6414
H -2.1732 -1.2380 1.4606
H -0.6883 -2.2039 1.4584
H -0.6996 -0.6180 2.1786

The HOMO-LUMO gap comes out at 8.6059 eV. As for the HOMO energy: -0.3008 Eh. Its LUMO energy is 0.01545 Eh. Its spin multiplicity is 1.


No. 4
ORCA calculation (ωB97M-V/def2-TZVPD) on a molecular structure, C6H12O4 in a non-equilibrium geometry.

Cartesian coordinates (Å):
C -1.1087 0.5136 -0.3414
C 1.0028 1.1760 -1.2832
C 0.3726 0.6688 -0.1669
C 2.1480 2.1310 -1.2354
O -1.9517 1.5477 -0.0928
O -1.4579 -0.1663 -1.4466
H -1.9938 1.6811 0.8637
H -2.4173 -0.0994 -1.5586
H 0.6537 0.8745 -2.2634
H 0.6014 1.1760 0.7681
H 0.5211 -0.6616 0.4637
H 2.3521 2.4658 -0.2156
H 3.0671 1.6757 -1.6238
H 1.9566 3.0131 -1.8523
C -0.4556 -2.7652 0.6487
C -0.4019 -1.3785 1.2461
O 0.1011 -1.4111 2.5369
O -1.4277 -0.5686 1.0589
H -0.1050 -0.5643 2.9532
H -1.2554 -3.3291 1.1422
H -0.6893 -2.6937 -0.4114
H 0.4880 -3.2855 0.8099

The HOMO-LUMO gap comes out at 8.0075 eV. As for the HOMO energy: -0.2742 Eh. Its LUMO energy is 0.02004 Eh. Its spin multiplicity is 1.


No. 5
ORCA calculation (ωB97M-V/def2-TZVPD) on a single C6H12O5 molecule in a non-equilibrium geometry.

Cartesian coordinates (Å):
C -1.0217 1.2395 -0.0823
C 0.3871 1.4235 0.6165
C -1.4509 -0.2594 0.0789
C 1.3931 0.3913 -0.0096
C 0.8991 -1.0397 -0.0977
C -2.3749 -0.7781 -0.9897
O -1.7563 -0.6429 1.3137
O 1.8627 0.9031 -1.1520
O 2.4629 0.3484 0.9035
O 1.0933 -1.9716 0.9131
O 1.3227 -1.6866 -1.3072
H -1.6388 1.9266 0.3970
H -1.0315 1.4534 -1.1048
H 0.8070 2.3873 0.3149
H 0.2569 1.3941 1.7371
H -2.9959 0.0213 -1.2384
H -3.2210 -1.3832 -0.4862
H -1.7371 -1.1017 -1.8315
H -1.2226 -0.1271 1.9114
H 2.4306 0.2867 -1.5148
H 2.8183 1.2451 0.9581
H 1.4742 -1.4885 1.6120
H 1.2429 -2.5417 -0.9420

The HOMO-LUMO gap (spin up / spin down) comes out at 7.5467 / 7.4185 eV. As for the HOMO energy (spin up / spin down): -0.2546 / -0.2495 Eh. Its LUMO energy (spin up / spin down) is 0.02279 / 0.02312 Eh. Its spin multiplicity is 1.


No. 6
ORCA calculation (ωB97M-V/def2-TZVPD) on 2 unconnected molecules or ions with the total composition C6H12P in a non-equilibrium geometry.

Cartesian coordinates (Å):
C 1.7303 0.7109 -1.1393
C 1.6597 0.2176 0.0780
C 0.4582 0.5871 -2.0086
C -0.5060 -0.4382 -1.4404
C -0.0284 -2.0889 1.1594
C -1.6424 1.5394 1.9138
P -0.0209 -0.3854 0.3568
H 2.5397 1.1829 -1.4805
H 2.3944 0.2974 0.7485
H 0.2365 1.7100 -1.8938
H 0.4810 0.6034 -3.0976
H -1.5680 -0.1893 -1.4310
H -0.2801 -1.4098 -2.0446
H -0.2006 -1.9543 2.1932
H 1.0227 -2.5340 1.1850
H -0.8663 -2.8423 0.7687
H -2.6668 1.0296 1.7242
H -1.5136 2.5874 1.4418
H -1.2294 1.3764 2.9664

The HOMO-LUMO gap (spin up / spin down) comes out at 7.1960 / 8.1049 eV. As for the HOMO energy (spin up / spin down): -0.4895 / -0.4868 Eh. Its charge is +1. Its LUMO energy (spin up / spin down) is -0.22510 / -0.18895 Eh. Its spin multiplicity is 1.


No. 7
ORCA calculation (ωB97M-V/def2-TZVPD) on a single C6H12S molecule in a non-equilibrium geometry.

Cartesian coordinates (Å):
C 0.2122 0.9290 0.3242
C -2.5598 0.2316 -1.1160
C 1.2277 0.3450 1.3232
C -1.8981 -1.0206 1.2096
C 1.6318 0.5890 -0.1597
C 1.8165 -0.6407 -1.0946
S -1.3485 -0.1947 -0.1341
H -0.0617 1.9460 0.4506
H -3.3833 0.5560 -0.5016
H -2.4254 1.0118 -1.9008
H 1.6166 1.1241 2.0085
H 1.2416 -0.6898 1.5905
H -1.2170 -1.8159 1.5092
H -2.2996 -0.3190 1.9597
H 2.3289 1.4223 -0.5545
H 2.8492 -0.9881 -0.9176
H 1.8765 -0.2036 -2.0783
H 0.9721 -1.2158 -1.2122
H -0.5796 -1.0667 -0.7060

The HOMO-LUMO gap comes out at 8.2461 eV. As for the HOMO energy: -0.2740 Eh. Its LUMO energy is 0.02901 Eh. As for the structure (SMILES): C=[SH](=C)[C@H]1C[C@H]1C. Its spin multiplicity is 1.


No. 8
ORCA calculation (ωB97M-V/def2-TZVPD) on a molecular structure, C6H12Si in a non-equilibrium geometry.

Cartesian coordinates (Å):
C 1.9110 0.0006 -0.4007
C 1.2793 0.2334 1.0141
C 1.0980 -1.1014 -1.0928
C -0.1346 -0.5621 0.8660
C 0.0183 -1.3820 -0.3519
C -2.7858 0.8308 1.0275
Si -1.3654 0.4292 -0.2192
H 2.0699 0.9776 -0.9743
H 2.8994 -0.4226 -0.3173
H 1.8250 -0.1325 1.8781
H 0.9789 1.3427 1.1569
H 0.6956 0.4502 -2.7298
H 1.3536 -1.2719 -2.1148
H -0.2254 -1.2006 1.6951
H -0.7586 -2.1341 -0.5281
H -3.3827 1.7133 0.8499
H -3.3951 -0.0101 1.2960
H -2.2542 1.1781 1.8927
H 0.1729 1.0613 -2.9474

The HOMO-LUMO gap comes out at 7.4503 eV. As for the HOMO energy: -0.2845 Eh. Its LUMO energy is -0.01075 Eh. Its spin multiplicity is 1.


Going through the records in order, we get ΔE to the lowest compared entry with this formula, charge and spin values of 57.4 27.8 105.5 85.8 79.6 97.7 169.5 106.3 kcal per mole.
Going through the records in order, we get molar mass values of 144.246 132.159 132.159 148.158 164.157 115.136 116.229 112.248 g mol⁻¹.